Below is a cluster of 12 separate species, C40H112N8O12 in total, with properties calculated with ωB97M-V with the def2-TZVPD basis set.

Summary:
E_tot: -79780.302 eV
SMILES string: COC[C@H](C)N.COC[C@H](C)N.COC[C@H](C)N.COC[C@H](C)N.COC[C@H](C)N.COC[C@H](C)N.COC[C@H](C)N.COC[C@H](C)N.CCO.CCO.CCO.CCO
total charge: 0
E_HOMO: -0.3330 hartree

Last column: Mulliken charge in e.
Element x y z (Å)
O -5.54 2.88 -0.33  -0.68
O 3.31 -0.32 3.16  -0.40
O -5.79 -2.59 1.87  -0.44
O 3.35 2.04 1.78  -0.52
O 4.18 -2.52 -0.34  0.91
O 1.93 -0.42 -3.71  -0.25
O 0.43 -0.23 -0.65  2.22
O -0.25 5.36 2.24  -0.44
O -1.66 -2.43 3.79  0.26
O -0.88 -5.39 -2.29  -0.43
O -0.21 3.70 -3.03  -0.34
O -5.09 -1.01 -2.85  -0.54
N 1.45 4.89 -4.89  -0.74
N 4.89 1.71 -2.97  -0.62
N -2.86 -2.13 7.30  -0.69
N -6.90 0.01 -0.54  -0.65
N -1.80 4.20 4.66  -0.78
N 5.57 0.21 -0.45  -0.50
N 4.35 -4.90 -2.01  -0.52
N 1.53 -2.70 -1.89  0.21
C -2.84 -0.82 -2.18  0.68
C 1.14 0.29 -4.55  -0.26
C -6.30 -0.49 0.69  1.96
C 5.18 1.00 0.67  0.42
C 1.22 0.07 4.26  0.54
C 2.87 0.37 -2.99  1.01
C -1.47 4.56 2.24  -0.15
C -1.64 3.56 3.41  1.33
C 0.58 5.70 -4.12  0.25
C -3.98 -1.79 -2.51  -0.49
C 4.92 -0.37 -4.21  -1.47
C -7.09 0.15 1.90  -1.57
C -1.04 -3.54 3.13  -0.91
C -2.94 2.77 3.29  -1.40
C -1.60 -2.53 5.21  -1.01
C -0.36 -4.09 -2.41  -0.54
C 1.24 -4.71 -0.52  -0.85
C -0.20 2.78 -1.96  -0.32
C -1.08 -0.04 1.18  1.31
C 0.25 5.00 -2.80  -0.49
C -2.26 -5.53 -2.77  -0.69
C 4.18 -2.87 1.03  -0.90
C 2.05 2.66 1.73  -0.73
C 6.09 2.25 0.77  -1.68
C 5.49 -4.45 -1.20  0.41
C 2.75 0.06 4.36  -0.67
C -4.39 -2.43 2.07  0.06
C -4.01 2.51 -2.07  -0.87
C -0.57 6.00 -5.05  -1.58
C -4.17 2.60 -0.54  0.96
C 3.70 1.41 0.50  -0.58
C 6.74 -4.92 -1.90  -1.72
C -2.92 -2.04 5.83  0.57
C -3.13 -0.54 5.55  -1.19
C 1.05 -4.07 -1.87  0.05
C -0.12 6.09 1.03  -0.42
C 5.38 -2.92 -0.90  -0.68
C -0.03 -0.91 0.48  -0.19
C -6.35 -2.03 0.69  -0.80
C 4.10 0.83 -3.80  0.57
H -3.87 3.32 3.18  0.49
H 1.09 3.95 -4.95  0.24
H -0.54 1.78 -2.24  -0.09
H 6.22 -2.51 -0.33  0.68
H 1.75 3.36 2.51  0.48
H 0.88 0.85 3.57  -0.47
H 3.48 -4.40 -1.86  -0.18
H -0.92 3.03 -1.19  0.11
H 1.63 1.11 -5.07  0.24
H -3.53 3.38 -0.11  0.17
H -4.36 -2.15 3.12  -0.03
H 4.58 -4.78 -2.98  0.27
H 0.76 6.73 0.90  0.37
H 2.29 1.13 -2.47  -0.54
H -2.25 5.31 2.32  0.47
H -1.33 6.67 -4.65  0.40
H 3.14 1.08 4.43  0.34
H -2.33 0.14 5.87  0.36
H 2.30 4.78 -4.36  0.32
H 5.32 -2.48 -1.89  -0.40
H -0.72 -2.00 5.56  0.25
H 0.91 -0.86 -1.19  -0.72
H -3.02 2.09 4.15  0.47
H -4.12 -2.40 -1.61  0.04
H -2.07 -0.05 0.72  -0.67
H 0.03 -3.60 3.34  0.41
H 5.50 -4.95 -0.23  0.28
H -5.29 -0.14 0.89  -0.77
H -2.71 4.64 4.68  0.34
H -2.49 -6.58 -2.93  0.29
H -2.95 -5.04 -2.08  0.22
H -6.02 2.05 -0.35  0.30
H -0.34 -3.80 -3.46  0.55
H -1.10 5.10 -5.37  0.24
H -2.39 -5.02 -3.72  0.29
H -1.55 4.04 1.28  -0.29
H 0.98 -5.76 -0.56  0.49
H -7.87 -0.26 -0.59  0.30
H 0.32 0.61 -3.90  -0.15
H 7.64 -4.52 -1.42  0.38
H -1.96 -1.29 -1.74  -0.60
H 0.80 2.69 -1.52  0.28
H 6.04 2.81 -0.17  0.35
H 3.13 -0.61 5.13  0.34
H 5.49 -0.16 -5.11  0.44
H 4.29 -1.23 -4.47  0.28
H 1.61 -4.65 -2.60  0.59
H 5.29 0.39 1.57  0.43
H 0.63 -4.35 0.30  0.01
H -2.98 2.35 -2.41  0.08
H -2.78 -3.11 7.52  0.30
H 4.93 -2.30 1.59  0.32
H 6.86 -5.96 -2.19  0.40
H -3.25 -0.15 -1.42  -0.48
H 5.78 1.69 -3.45  0.37
H -8.10 -0.27 1.99  0.35
H -7.36 -2.40 0.85  0.35
H -5.05 -0.66 -3.75  0.32
H -0.56 -1.80 0.13  -0.42
H -1.00 6.66 0.74  0.40
H -2.50 -0.29 -3.07  0.56
H 0.83 0.42 5.21  0.50
H -3.15 -0.28 4.49  -0.01
H -4.59 1.70 -2.49  0.23
H -3.67 -2.63 5.31  0.20
H -1.54 -3.56 5.57  0.43
H -1.01 -3.22 2.09  -0.08
H -0.95 -3.41 -1.80  -0.05
H 5.76 2.85 1.62  0.38
H 2.51 -2.66 -1.65  -0.53
H 0.70 -0.83 3.94  -0.41
H 7.11 2.01 1.03  0.44
H 5.10 1.14 -2.16  0.08
H 1.15 5.00 -2.19  0.30
H -3.77 -1.90 7.67  0.28
H -6.52 0.23 2.82  0.24
H 1.22 1.96 1.61  -0.04
H -0.27 6.57 -5.93  0.40
H 0.79 -1.22 1.12  -0.01
H 3.11 0.52 0.29  -0.18
H -7.19 1.19 1.58  0.43
H -0.09 5.38 0.21  -0.11
H -4.39 3.42 -2.53  0.37
H -3.96 -3.43 1.93  0.27
H 4.35 -3.92 1.24  0.39
H 5.63 -0.79 -3.50  0.28
H -0.54 5.55 -2.28  0.37
H 0.95 6.70 -3.92  0.41
H 5.16 -0.71 -0.44  -0.06
H 1.51 -2.26 -2.80  0.18
H 3.27 -0.30 -2.23  -0.77
H -3.93 1.69 0.02  -0.57
H -1.56 -4.49 3.21  0.45
H -5.92 -2.47 -0.20  0.23
H -0.85 2.83 3.55  -0.46
H 6.72 -4.51 -2.91  0.39
H -3.85 -1.73 1.43  -0.12
H -3.63 -2.46 -3.29  0.41
H 3.19 0.39 2.52  0.20
H 0.70 -0.40 -5.28  0.25
H 3.90 1.36 -4.73  0.59
H 3.59 2.06 -0.37  0.79
H -1.26 -0.52 2.15  -0.23
H -1.17 4.99 4.63  0.29
H -4.11 -0.27 5.94  0.50
H 1.91 3.23 0.81  0.43
H -2.90 2.12 2.41  -0.07
H 2.28 -4.61 -0.19  0.12
H -0.77 0.98 1.42  -0.73
H 6.57 0.05 -0.40  0.33
H -6.47 -0.39 -1.36  0.17
H 3.21 -2.56 1.41  -0.07



Below is a cluster of 12 separate species, C40H112N8O12 in total, with properties calculated with ωB97M-V with the def2-TZVPD basis set.

Summary:
E_tot: -79778.076 eV
SMILES string: COC[C@H](C)N.COC[C@H](C)N.COC[C@H](C)N.COC[C@H](C)N.COC[C@H](C)N.COC[C@H](C)N.COC[C@H](C)N.COC[C@H](C)N.CCO.CCO.CCO.CCO
total charge: 0
E_HOMO: -0.3287 hartree

Last column: Mulliken charge in e.
Element x y z (Å)
O -3.94 3.99 5.76  -0.33
O -5.80 -2.82 5.08  -0.33
O -7.42 -1.96 -4.46  -0.38
O 5.76 0.85 -3.62  -0.30
O 2.84 -2.07 5.88  -0.26
O -1.60 3.45 -0.85  -0.50
O 5.95 -4.80 0.63  -0.55
O 1.45 -8.26 -3.32  -0.34
O 1.32 9.85 -1.60  -0.30
O -0.33 -0.01 -1.96  -0.47
O -0.51 -3.32 -7.76  -0.53
O 6.39 2.70 3.65  -0.24
N 2.63 -0.12 -5.52  -0.69
N 4.38 4.46 2.84  -0.70
N 0.93 -0.16 6.04  -0.60
N -1.00 4.02 3.60  -0.60
N 0.46 6.86 -3.56  -0.76
N -5.32 -4.36 -2.54  -0.69
N 4.45 -8.40 -5.56  -0.72
N -6.77 -2.97 7.69  -0.79
C -2.37 -4.66 -7.40  -0.98
C -7.16 -2.83 5.30  -0.70
C -3.48 3.01 -2.17  -1.13
C 0.41 8.94 -2.27  -0.66
C 6.77 0.68 -4.63  -0.82
C 1.90 8.63 -4.23  -1.42
C -2.10 6.10 4.27  -1.52
C 3.63 -7.87 -4.49  0.80
C -3.00 3.55 -0.83  -0.15
C -0.63 -1.13 -1.16  -0.18
C 2.19 -8.40 -4.56  -0.74
C -6.22 -2.54 -3.89  -0.57
C 3.84 0.58 -5.15  0.57
C 5.22 -3.74 1.29  0.02
C -3.24 3.78 4.54  -0.48
C -5.30 3.51 5.79  -0.73
C -5.37 -2.38 3.80  -0.83
C 2.29 0.20 6.38  0.52
C -7.44 -3.70 6.60  0.44
C 3.30 -3.33 6.36  -0.80
C 6.37 3.12 2.32  -0.75
C 3.76 -6.33 -4.42  -1.40
C 3.45 2.04 -4.92  -1.38
C 0.68 10.68 -0.66  -0.71
C -6.51 -3.94 -3.36  0.67
C -7.77 -4.08 -2.48  -1.44
C 6.06 -2.56 1.64  -0.94
C -8.92 -3.98 6.92  -1.44
C 4.61 0.03 -3.94  -0.67
C -7.81 -2.58 -5.65  -0.70
C 4.93 3.46 1.94  0.47
C 1.24 7.95 -3.06  0.64
C -1.96 4.58 4.57  0.52
C 7.71 2.39 4.15  -0.83
C 0.22 -0.85 0.11  -0.97
C 2.28 1.30 7.40  -1.56
C -1.67 -3.37 -6.99  -0.09
C 0.57 -7.17 -3.24  -0.66
C 3.11 -1.03 6.82  -0.72
C 4.76 4.09 0.58  -1.45
H 0.14 -2.74 -7.36  0.29
H 3.29 1.55 7.73  0.37
H -3.88 4.02 3.69  0.30
H -5.88 -1.89 -3.09  0.35
H 0.89 -0.92 5.37  0.29
H -2.99 2.73 4.44  0.33
H -0.13 8.35 -1.53  0.32
H -7.57 -3.33 4.42  0.40
H 4.38 2.60 -4.83  0.31
H -6.93 -4.66 6.51  0.29
H 4.04 -0.10 -3.02  0.32
H 4.78 -4.08 2.23  0.16
H 0.21 9.99 0.05  0.28
H 2.62 9.39 -3.93  0.35
H 6.57 1.06 -5.63  0.30
H 0.05 -7.19 -2.28  0.28
H -2.28 -2.47 -7.11  0.27
H -0.72 3.13 3.98  0.23
H -1.77 -5.53 -7.11  0.25
H -3.32 1.94 -2.18  0.26
H 4.43 -3.44 0.60  0.18
H -9.46 -3.04 6.86  0.31
H 3.69 4.15 0.40  0.31
H 2.00 -0.15 -4.73  0.28
H 0.00 -1.66 0.81  0.33
H 2.46 7.93 -4.85  0.39
H -5.71 3.81 6.76  0.26
H 2.29 -9.46 -4.78  0.27
H -0.25 9.47 -2.95  0.31
H -4.48 -4.53 -3.08  0.22
H 4.38 2.51 1.91  0.28
H 5.35 -7.94 -5.54  0.21
H -6.68 -4.69 -4.14  0.16
H 1.79 2.22 7.08  0.30
H -0.22 -7.19 -3.99  0.30
H -9.13 -4.35 7.92  0.39
H -8.46 -3.43 -5.45  0.26
H 6.71 2.23 1.80  0.36
H -0.15 0.08 0.55  0.32
H -7.72 -1.90 5.32  0.34
H -3.41 3.02 0.03  0.28
H -8.69 -3.77 -2.98  0.29
H -2.54 -4.64 -8.48  0.30
H 1.25 9.12 -4.95  0.33
H 4.16 -0.78 6.70  0.35
H -8.45 -1.84 -6.14  0.26
H -4.57 2.99 -2.19  0.39
H -7.02 -2.86 -6.34  0.29
H 1.94 7.47 -2.38  0.22
H 4.89 -1.00 -4.13  0.37
H -0.18 4.60 3.63  0.24
H 0.53 -0.43 6.93  0.26
H 4.83 4.25 3.72  0.29
H 1.30 -0.82 -0.03  0.22
H -5.34 -2.62 -4.52  0.28
H 2.89 2.43 -5.77  0.48
H 7.69 1.14 -4.27  0.28
H 4.78 -5.96 -4.55  0.43
H 4.50 0.56 -6.03  0.03
H -2.58 6.60 5.11  0.36
H 2.84 -1.31 7.84  0.38
H -5.94 -2.64 7.23  0.34
H -5.55 -5.22 -2.07  0.24
H -0.41 -2.04 -1.71  0.29
H 1.04 -6.18 -3.33  0.26
H 1.75 1.04 8.31  0.40
H 2.91 2.18 -3.98  0.30
H 5.58 -5.68 0.66  0.29
H -1.41 -3.41 -5.93  0.21
H 1.61 -7.94 -5.35  0.36
H 4.06 -8.36 -3.61  0.14
H -7.24 -2.08 7.76  0.27
H 4.56 -9.40 -5.58  0.23
H 7.59 2.16 5.21  0.27
H -9.31 -4.67 6.17  0.34
H -0.53 0.80 -1.49  0.25
H 1.06 6.30 -4.14  0.24
H -0.14 11.27 -1.07  0.30
H 3.33 -4.08 5.56  0.24
H 2.14 0.58 -6.06  0.28
H -1.53 4.64 5.57  0.16
H 0.21 6.23 -2.82  0.23
H 8.39 3.23 4.18  0.33
H 2.59 -3.71 7.09  0.32
H -4.31 -2.30 3.58  0.31
H 3.13 -5.89 -5.19  0.31
H -2.69 6.30 3.38  0.29
H 4.34 -3.24 6.68  0.32
H -3.20 4.61 -0.72  0.28
H -5.76 -3.01 3.00  0.32
H -5.36 2.42 5.79  0.27
H -3.19 3.65 -3.00  0.29
H 7.09 3.91 2.11  0.36
H -7.61 -3.44 -1.61  0.36
H 6.27 -2.01 0.72  0.23
H -1.31 3.62 0.05  0.27
H 2.74 0.73 5.54  0.21
H -1.69 -1.13 -0.95  0.20
H 8.23 1.55 3.69  0.30
H 5.21 5.08 0.52  0.36
H 7.04 -0.37 -4.75  0.35
H 6.99 -2.70 2.20  0.34
H 5.08 3.51 -0.29  0.36
H -7.98 -5.05 -2.03  0.41
H -5.81 -1.43 3.47  0.34
H 5.45 -1.97 2.32  0.28
H 4.86 5.30 2.56  0.28
H 1.33 11.36 -0.11  0.25
H 3.47 -5.97 -3.43  0.28
H -1.14 6.59 4.13  0.41
H -5.93 3.85 4.97  0.31
H -3.36 -4.71 -6.95  0.28



Maximum force per entry: 3.3 3.5 eV/A
Orbital gap per entry: 9.5 9.1 eV
ΔE to the lowest compared entry with this formula, charge and spin per entry: 204.0 418.8 kJ/mol